No. 1
{
  "formula": "C16H23F3MoN4S5",
  "method": "ωB97M-V/def2-TZVPD",
  "total_charge": 2,
  "gap_ev": [7.7, 7.0],
  "lumo_energy_ev": [-6.7552, -7.6992],
  "de_lowest_kcal_mol": 0.0,
  "spin_multiplicity": 3,
  "s_squared": 2.034,
  "elements": ["Mo", "C", "C", "S", "C", "C", "S", "C", "C", "S", "C", "C", "S", "H", "H", "H", "H", "H", "H", "H", "H", "H", "H", "H", "H", "H", "H", "H", "H", "N", "C", "S", "N", "N", "C", "C", "C", "C", "C", "C", "N", "H", "H", "H", "H", "H", "H", "H", "F", "C", "F", "F"],
  "coordinates": [[-0.452, -0.739, -0.426], [1.365, -2.856, 1.795], [0.838, -1.987, 2.923], [-0.540, -0.956, 2.359], [-0.221, 0.591, 3.236], [-0.871, 1.765, 2.526], [-0.322, 1.971, 0.821], [1.373, 2.519, 1.082], [2.082, 2.538, -0.262], [2.117, 0.952, -1.124], [3.454, 0.102, -0.248], [2.987, -0.702, 0.962], [1.818, -1.914, 0.328], [0.627, -3.582, 1.452], [2.247, -3.410, 2.120], [1.616, -1.336, 3.318], [0.477, -2.614, 3.737], [0.855, 0.729, 3.341], [-0.647, 0.484, 4.233], [-0.660, 2.691, 3.063], [-1.956, 1.660, 2.497], [1.881, 1.868, 1.789], [1.339, 3.524, 1.504], [3.110, 2.883, -0.149], [1.591, 3.231, -0.947], [4.206, 0.840, 0.034], [3.914, -0.560, -0.982], [2.537, -0.075, 1.728], [3.823, -1.251, 1.401], [1.666, -3.109, -3.413], [0.818, -2.271, -2.816], [-0.243, -2.903, -1.576], [0.767, -1.022, -3.223], [-0.222, -0.382, -2.500], [-0.914, 0.517, -3.078], [-2.001, 1.093, -2.291], [-2.858, 2.039, -2.802], [-3.911, 2.484, -2.013], [-4.051, 1.966, -0.741], [-3.140, 1.025, -0.290], [-2.128, 0.578, -1.045], [1.673, -4.087, -3.177], [2.145, -2.809, -4.249], [-0.725, 0.766, -4.116], [-2.705, 2.409, -3.807], [-4.611, 3.216, -2.394], [-4.858, 2.273, -0.092], [-3.231, 0.605, 0.697], [-3.042, -1.405, 1.007], [-2.204, -1.968, 0.104], [-2.970, -2.235, -0.962], [-1.844, -3.148, 0.662]],
  "forces_ev_per_a": [[0.336, -0.303, 0.670], [-0.012, -0.023, 0.073], [0.062, -0.123, -0.039], [-0.206, -0.113, -0.234], [0.017, 0.107, 0.035], [-0.010, -0.037, 0.083], [-0.093, -0.132, -0.120], [0.081, 0.069, -0.028], [0.015, 0.065, 0.020], [0.051, 0.017, -0.124], [0.037, -0.028, 0.091], [0.134, 0.041, -0.032], [-0.196, 0.092, -0.316], [-0.026, 0.020, -0.001], [-0.004, 0.000, 0.017], [0.011, 0.004, 0.021], [0.002, -0.016, -0.001], [0.018, 0.022, -0.012], [0.024, 0.031, 0.023], [-0.007, -0.004, 0.017], [-0.006, -0.028, -0.028], [0.033, -0.006, 0.018], [0.002, 0.004, -0.012], [0.000, 0.015, 0.010], [-0.027, -0.001, 0.010], [-0.014, 0.006, 0.025], [0.003, -0.016, 0.013], [-0.018, 0.038, -0.005], [0.008, 0.019, -0.003], [-0.068, -0.040, 0.058], [0.316, 0.048, -0.408], [-0.009, 0.155, 0.115], [-0.423, -0.183, 0.584], [0.379, 0.020, -0.214], [-0.259, 0.183, 0.013], [0.314, -0.232, -0.127], [-0.138, 0.148, -0.054], [-0.029, 0.056, -0.107], [0.020, -0.047, 0.071], [0.076, 0.053, -0.095], [-0.208, 0.060, -0.065], [0.017, 0.021, -0.005], [0.003, -0.008, 0.003], [-0.054, 0.040, 0.009], [-0.024, 0.004, 0.008], [0.011, 0.004, 0.006], [0.006, 0.001, -0.004], [-0.012, 0.049, 0.003], [0.005, 0.072, 0.125], [-0.207, -0.016, -0.073], [-0.015, -0.015, -0.016], [0.082, -0.098, 0.004]],
  "lowdin_charge": [1.170, -0.461, -0.446, 0.931, -0.462, -0.478, 0.890, -0.482, -0.501, 0.875, -0.487, -0.467, 0.819, 0.080, 0.107, 0.080, 0.105, 0.073, 0.105, 0.104, 0.082, 0.064, 0.105, 0.098, 0.086, 0.099, 0.086, 0.055, 0.111, 0.136, -0.799, 0.766, 0.018, -0.267, -0.019, -0.240, 0.033, 0.012, 0.009, -0.123, -0.074, 0.112, 0.130, 0.158, 0.137, 0.135, 0.132, 0.106, 0.012, -0.784, 0.059, 0.008]
}

=====

No. 2
{
  "formula": "C16H23FN3O",
  "method": "ωB97M-V/def2-TZVPD",
  "total_charge": 1,
  "gap_ev": 2.1,
  "lumo_energy_ev": -5.2875,
  "spin_multiplicity": 1,
  "elements": ["C", "C", "O", "N", "C", "C", "F", "H", "H", "H", "H", "H", "H", "H", "H", "H", "C", "N", "C", "C", "C", "C", "C", "C", "C", "C", "N", "C", "C", "C", "H", "H", "H", "H", "H", "H", "H", "H", "H", "H", "H", "H", "H", "H"],
  "coordinates": [[-2.499, 3.066, 3.229], [-3.266, 3.269, 1.942], [-2.841, 4.362, 1.120], [-1.560, 4.752, 1.342], [-1.027, 5.170, 0.085], [-1.256, 4.167, -1.031], [0.352, 5.261, 0.304], [-2.655, 3.894, 3.919], [-2.878, 2.159, 3.702], [-1.430, 2.958, 3.058], [-4.310, 3.480, 2.176], [-3.254, 2.365, 1.318], [-1.334, 6.182, -0.220], [-2.300, 4.057, -1.308], [-0.688, 4.482, -1.908], [-0.856, 3.218, -0.674], [1.692, 2.652, -0.013], [1.542, 1.213, -0.214], [2.356, 0.538, -1.074], [2.225, -0.801, -1.263], [1.235, -1.530, -0.554], [0.400, -0.800, 0.317], [0.569, 0.546, 0.464], [1.091, -2.954, -0.702], [0.941, -3.804, 0.417], [0.772, -5.146, 0.246], [0.737, -5.703, -0.989], [0.892, -4.915, -2.086], [1.071, -3.571, -1.975], [0.519, -7.142, -1.165], [1.594, 3.157, -0.972], [2.654, 2.887, 0.439], [0.896, 2.976, 0.648], [3.107, 1.129, -1.577], [2.901, -1.300, -1.943], [-0.393, -1.287, 0.867], [-0.057, 1.143, 1.112], [0.973, -3.406, 1.421], [0.664, -5.825, 1.079], [0.850, -5.420, -3.041], [1.173, -2.983, -2.876], [1.346, -7.572, -1.727], [-0.415, -7.309, -1.699], [0.464, -7.614, -0.190]],
  "forces_ev_per_a": [[-0.002, -0.036, 0.030], [-0.335, 0.074, 0.453], [0.126, 0.080, -0.154], [0.153, -0.613, -0.137], [-0.106, 0.282, 0.105], [0.392, -0.014, -0.206], [-0.066, 0.063, -0.072], [0.071, 0.041, -0.051], [-0.008, 0.012, 0.003], [-0.022, 0.000, 0.002], [-0.014, -0.005, -0.129], [0.207, 0.066, -0.075], [-0.157, -0.032, 0.077], [-0.054, 0.085, 0.160], [-0.017, -0.003, -0.005], [-0.214, -0.143, -0.173], [0.007, -0.091, -0.059], [-0.060, 0.015, 0.240], [-0.056, -0.015, -0.092], [-0.268, 0.109, -0.269], [0.059, -0.154, 0.017], [0.230, 0.032, 0.252], [-0.002, -0.058, 0.024], [-0.024, 0.138, -0.010], [-0.366, -0.017, -0.040], [-0.046, 0.043, 0.024], [0.012, -0.039, -0.014], [0.019, 0.029, -0.006], [0.348, -0.090, 0.023], [0.017, 0.038, 0.000], [0.056, 0.101, 0.048], [0.010, -0.042, 0.003], [0.083, 0.195, 0.004], [0.017, 0.002, 0.029], [0.013, -0.009, 0.018], [-0.012, 0.000, -0.016], [0.010, 0.005, -0.004], [0.019, -0.003, 0.001], [0.021, -0.008, -0.004], [-0.026, -0.003, 0.003], [-0.014, 0.004, 0.001], [-0.002, -0.013, 0.004], [-0.001, -0.014, 0.003], [0.002, -0.012, -0.006]],
  "lowdin_charge": [-0.094, -0.235, -0.150, 0.072, -0.428, -0.027, -0.036, 0.083, 0.078, 0.054, 0.120, 0.113, 0.153, 0.084, 0.087, 0.051, -0.007, -0.106, -0.024, 0.009, -0.175, 0.012, -0.020, -0.159, 0.019, -0.017, -0.114, -0.021, 0.021, 0.012, 0.101, 0.113, 0.068, 0.140, 0.125, 0.126, 0.125, 0.129, 0.138, 0.142, 0.129, 0.106, 0.107, 0.096]
}